DFT (ωB97M-V/def2-TZVPD) results for a molecular structure, C31H50O3P2SZr at a distorted geometry.

Net charge: +2
E_HOMO: -12.3725 eV

Last column: Löwdin charge in e.
Positions of all 88 atoms, in Å:
1 Zr 0.017 0.427 1.423  1.93
2 C 1.380 0.792 3.261  -0.31
3 C 2.286 1.100 2.178  -0.26
4 C 0.518 2.619 2.066  -0.32
5 C 0.312 1.781 3.229  -0.33
6 C 1.786 2.259 1.488  -0.24
7 C 1.607 -0.182 4.371  0.00
8 H 2.435 0.142 5.020  0.12
9 H 1.848 -1.192 4.006  0.11
10 H 0.711 -0.251 4.993  0.06
11 C -0.707 2.002 4.292  0.01
12 H -0.299 1.829 5.296  0.11
13 H -1.554 1.311 4.166  0.09
14 H -1.090 3.028 4.236  0.10
15 C -0.349 3.767 1.675  0.00
16 H -0.184 4.630 2.335  0.12
17 H -1.411 3.501 1.742  0.10
18 H -0.142 4.070 0.644  0.09
19 C 2.535 3.066 0.482  -0.01
20 H 3.062 3.912 0.950  0.12
21 H 1.860 3.486 -0.272  0.09
22 H 3.287 2.463 -0.036  0.08
23 C 3.678 0.564 2.045  0.00
24 H 4.373 1.060 2.747  0.12
25 H 4.079 0.735 1.037  0.08
26 H 3.712 -0.515 2.252  0.09
27 C 0.212 -2.170 -0.129  -0.08
28 C 1.458 -1.841 0.293  -0.14
29 C 2.634 -1.588 -0.598  -0.14
30 C 2.486 -0.660 -1.846  -0.15
31 C 1.737 0.602 -1.729  -0.04
32 C 0.439 0.760 -1.335  -0.19
33 C -0.734 -0.210 -1.448  -0.23
34 C -0.426 -1.724 -1.409  -0.17
35 H 2.980 -2.558 -1.005  0.15
36 H 2.105 -1.236 -2.701  0.09
37 H 3.446 -1.203 0.039  0.09
38 H 0.129 -2.043 -2.303  0.09
39 H -0.414 -2.835 0.479  0.10
40 H 1.711 -2.013 1.354  0.11
41 H -1.397 -2.256 -1.443  0.13
42 H -1.510 -0.013 -0.667  0.10
43 H 0.103 1.805 -1.188  0.11
44 H -1.285 -0.006 -2.389  0.08
45 H 3.518 -0.405 -2.139  0.13
46 H 2.321 1.501 -1.941  0.12
47 P -0.366 -0.583 -4.676  0.83
48 P -0.372 2.381 -5.558  0.79
49 C -0.475 -0.251 -6.528  -0.43
50 C -0.973 1.152 -6.850  -0.46
51 H -1.150 -1.010 -6.953  0.08
52 H 0.524 -0.433 -6.956  0.08
53 H -0.600 1.469 -7.838  0.08
54 H -2.073 1.205 -6.877  0.08
55 C -1.125 3.769 -6.522  -0.33
56 H -0.801 4.731 -6.108  0.03
57 H -2.221 3.699 -6.477  0.04
58 H -0.817 3.728 -7.578  0.05
59 C 1.291 2.556 -6.380  -0.31
60 H 1.179 2.539 -7.476  0.05
61 H 1.961 1.744 -6.069  0.02
62 H 1.721 3.523 -6.093  0.04
63 C -2.050 -1.354 -4.623  -0.27
64 H -2.259 -1.815 -3.650  0.02
65 H -2.133 -2.102 -5.423  0.05
66 H -2.800 -0.572 -4.810  0.05
67 C 0.775 -2.018 -4.952  -0.29
68 H 1.638 -1.633 -5.515  0.05
69 H 0.273 -2.772 -5.570  0.06
70 H 1.136 -2.478 -4.024  0.01
71 C -2.456 -2.952 8.486  -0.03
72 C -2.513 -2.683 7.013  -0.25
73 C -3.333 -3.416 6.139  0.00
74 C -3.297 -3.181 4.757  -0.02
75 C -2.417 -2.216 4.233  -0.26
76 C -1.635 -1.468 5.099  -0.08
77 C -1.707 -1.672 6.477  -0.02
78 S -2.315 -1.956 2.471  0.60
79 O -1.948 -3.224 1.879  -0.27
80 O -3.513 -1.290 2.019  -0.26
81 O -1.110 -0.952 2.349  -0.52
82 H -3.452 -2.981 8.936  0.09
83 H -1.968 -3.910 8.693  0.10
84 H -1.872 -2.169 8.972  0.08
85 H -4.004 -4.180 6.546  0.13
86 H -3.932 -3.753 4.080  0.13
87 H -0.954 -0.737 4.686  0.04
88 H -1.123 -1.040 7.148  0.12